(1)
A molecular structure, C5H8O, computed with wB97M-V/def2-TZVPD.

E_HOMO (alpha / beta)   -9.483 / -8.716 eV
Frontier orbital gap (alpha / beta)   9.02 / 7.13 eV
E_LUMO (alpha / beta)   -0.5 / -1.6 eV
E   -270.35478 a.u.

ORCA input file:
```
! RIJCOSX wB97M-V def2-TZVPD def2/J DEFGRID3
* xyz 0 1
C 1.549 -0.767 0.300
C 0.641 0.337 -0.231
C -0.543 -0.204 -0.964
C -1.598 -0.132 0.085
C -0.556 0.921 0.668
O -0.490 1.390 1.807
H 2.273 -0.339 1.000
H 0.987 -1.540 0.838
H 2.106 -1.245 -0.515
H 1.232 1.138 -0.677
H -0.813 1.585 -0.348
H -0.469 -1.013 -1.702
H -2.583 0.289 -0.121
H -1.726 -1.110 0.583
*
```

Okay, here come the Löwdin numbers, in e, for every atom:
1. C -0.060
2. C -0.299
3. C -0.016
4. C -0.112
5. C -0.520
6. O 0.085
7. H 0.082
8. H 0.083
9. H 0.080
10. H 0.131
11. H 0.219
12. H 0.111
13. H 0.104
14. H 0.112

---

(2)
C5H8O in the gas phase, computed with wB97M-V/def2-TZVPD.

E_HOMO   -9.628 eV
Frontier orbital gap   10.70 eV
SMILES   CC(=O)C1CC1
E_LUMO   1.1 eV
E   -270.52308 a.u.

ORCA input file:
```
! RIJCOSX wB97M-V def2-TZVPD def2/J DEFGRID3
* xyz 0 1
C 1.521 0.826 -1.121
C 1.008 0.173 0.149
O 1.524 0.379 1.227
C -0.240 -0.633 -0.015
C -1.114 -0.961 1.151
C -1.503 0.159 0.239
H 2.381 0.282 -1.523
H 0.748 0.860 -1.892
H 1.846 1.840 -0.885
H -0.254 -1.302 -0.872
H -0.755 -0.694 2.139
H -1.682 -1.882 1.101
H -2.326 0.042 -0.458
H -1.371 1.167 0.621
*
```

Okay, here come the Löwdin numbers, in e, for every atom:
1. C -0.011
2. C -0.433
3. O 0.083
4. C -0.245
5. C -0.107
6. C -0.102
7. H 0.088
8. H 0.079
9. H 0.086
10. H 0.143
11. H 0.106
12. H 0.103
13. H 0.101
14. H 0.112

---

(3)
C5H8O in the gas phase, computed with wB97M-V/def2-TZVPD.

E_HOMO   -9.553 eV
Frontier orbital gap   10.63 eV
SMILES   O=CC1CCC1
E_LUMO   1.1 eV
E   -270.49364 a.u.

ORCA input file:
```
! RIJCOSX wB97M-V def2-TZVPD def2/J DEFGRID3
* xyz 0 1
O 1.225 -1.930 0.370
C 0.775 -1.202 1.228
C -0.333 -0.234 1.033
C 0.643 0.810 0.361
C -0.277 0.821 -0.870
C -1.148 -0.307 -0.270
H 1.335 -0.975 2.163
H -0.863 0.053 1.949
H 1.551 0.256 0.088
H 0.893 1.716 0.916
H 0.242 0.572 -1.798
H -0.808 1.764 -0.986
H -2.207 -0.050 -0.175
H -1.065 -1.280 -0.764
*
```

Okay, here come the Löwdin numbers, in e, for every atom:
1. O 0.031
2. C -0.294
3. C -0.238
4. C -0.132
5. C -0.155
6. C -0.130
7. H 0.137
8. H 0.141
9. H 0.104
10. H 0.113
11. H 0.107
12. H 0.102
13. H 0.105
14. H 0.108

---

(4)
C5H8O in the gas phase, computed with wB97M-V/def2-TZVPD.

E_HOMO   -7.786 eV
Frontier orbital gap   8.87 eV
E_LUMO   1.1 eV
E   -270.35871 a.u.

ORCA input file:
```
! RIJCOSX wB97M-V def2-TZVPD def2/J DEFGRID3
* xyz 0 1
C -1.413 0.470 -0.746
C -0.596 -0.668 -0.179
C -0.282 -0.498 1.272
C 0.828 0.263 0.636
O 2.133 -0.222 0.550
C 1.433 -0.415 -0.662
H -1.436 1.422 -0.183
H -2.441 0.081 -0.751
H -1.162 0.680 -1.792
H -0.925 0.158 1.866
H 0.024 -1.394 1.816
H 0.729 1.346 0.572
H 1.413 -1.451 -0.972
H 1.656 0.308 -1.449
*
```

Okay, here come the Löwdin numbers, in e, for every atom:
1. C -0.151
2. C -0.112
3. C -0.160
4. C -0.320
5. O -0.004
6. C -0.104
7. H 0.072
8. H 0.083
9. H 0.073
10. H 0.116
11. H 0.114
12. H 0.155
13. H 0.113
14. H 0.126

---

(5)
C5H8O in the gas phase, computed with wB97M-V/def2-TZVPD.

E_HOMO   -9.374 eV
Frontier orbital gap   10.31 eV
SMILES   CC#CCCO
E_LUMO   0.9 eV
E   -270.43382 a.u.

ORCA input file:
```
! RIJCOSX wB97M-V def2-TZVPD def2/J DEFGRID3
* xyz 0 1
C 2.270 0.513 -0.378
C 1.347 -0.522 0.029
C 0.338 -1.148 0.267
C -0.951 -0.873 -0.429
C -1.819 0.127 0.373
O -1.109 0.944 1.279
H 1.731 1.465 -0.284
H 3.138 0.521 0.274
H 2.581 0.385 -1.420
H -0.569 -0.423 -1.355
H -1.507 -1.760 -0.723
H -2.269 0.818 -0.342
H -2.626 -0.412 0.887
H -0.556 0.365 1.823
*
```

Okay, here come the Löwdin numbers, in e, for every atom:
1. C -0.077
2. C -0.101
3. C -0.054
4. C -0.191
5. C -0.264
6. O -0.080
7. H 0.094
8. H 0.078
9. H 0.086
10. H 0.107
11. H 0.099
12. H 0.114
13. H 0.111
14. H 0.076

---

(6)
C5H8O in the gas phase, computed with wB97M-V/def2-TZVPD.

E_HOMO (alpha / beta)   -6.809 / -6.833 eV
Frontier orbital gap (alpha / beta)   7.90 / 7.91 eV
E_LUMO (alpha / beta)   1.1 / 1.1 eV
E   -270.44017 a.u.

ORCA input file:
```
! RIJCOSX wB97M-V def2-TZVPD def2/J DEFGRID3
* xyz 0 1
C -0.804 -0.632 0.827
C 0.703 -0.364 0.731
C 1.039 -0.241 -0.764
C 0.274 0.928 -1.287
O -0.879 1.210 -0.741
C -1.512 0.507 0.165
H -1.025 -1.600 0.350
H -1.144 -0.718 1.866
H 1.292 -1.132 1.237
H 0.751 -1.173 -1.278
H 2.111 -0.106 -0.940
H 0.652 1.713 -1.927
H 0.928 0.598 1.207
H -2.387 1.010 0.554
*
```

Okay, here come the Löwdin numbers, in e, for every atom:
1. C -0.191
2. C -0.199
3. C -0.186
4. C -0.147
5. O -0.033
6. C -0.140
7. H 0.112
8. H 0.112
9. H 0.111
10. H 0.116
11. H 0.112
12. H 0.107
13. H 0.120
14. H 0.105

---

(7)
A molecular structure, C5H8O, computed with wB97M-V/def2-TZVPD.

E_HOMO   -8.339 eV
Frontier orbital gap   9.11 eV
E_LUMO   0.8 eV
E   -270.37577 a.u.

ORCA input file:
```
! RIJCOSX wB97M-V def2-TZVPD def2/J DEFGRID3
* xyz 0 1
O -2.295 -0.682 0.780
C -1.456 0.220 0.829
C 0.195 -0.243 1.373
C 0.294 -0.015 0.002
C 1.095 0.640 -1.051
C 0.478 -0.743 -1.256
H -1.485 1.157 1.407
H 0.650 0.462 2.064
H 0.040 -1.255 1.732
H -1.104 0.713 -0.228
H 0.667 1.462 -1.617
H 2.164 0.723 -0.868
H -0.364 -0.818 -1.939
H 1.120 -1.620 -1.228
*
```

Okay, here come the Löwdin numbers, in e, for every atom:
1. O -0.078
2. C -0.415
3. C -0.013
4. C -0.344
5. C -0.062
6. C -0.058
7. H 0.142
8. H 0.103
9. H 0.116
10. H 0.157
11. H 0.109
12. H 0.110
13. H 0.120
14. H 0.114

---

(8)
A molecular structure, C5H8O, computed with wB97M-V/def2-TZVPD.

E_HOMO   -8.276 eV
Frontier orbital gap   9.38 eV
E_LUMO   1.1 eV
E   -270.35702 a.u.

ORCA input file:
```
! RIJCOSX wB97M-V def2-TZVPD def2/J DEFGRID3
* xyz 0 1
C 1.792 0.534 0.413
C 0.033 0.379 -0.538
C -0.383 -1.041 -0.742
C -1.646 -0.591 -0.001
O -1.275 -0.274 1.328
C -1.061 0.746 0.312
H 1.467 -0.027 1.284
H 2.075 1.557 0.692
H 2.616 0.025 -0.101
H 0.946 0.964 -0.924
H 0.169 -1.825 -0.218
H -0.516 -1.313 -1.792
H -2.684 -0.833 -0.208
H -1.535 1.701 0.497
*
```

Okay, here come the Löwdin numbers, in e, for every atom:
1. C -0.013
2. C -0.184
3. C -0.099
4. C -0.227
5. O -0.012
6. C -0.216
7. H 0.035
8. H 0.046
9. H 0.045
10. H 0.107
11. H 0.119
12. H 0.111
13. H 0.144
14. H 0.144

---

(9)
C5H8O in the gas phase, computed with wB97M-V/def2-TZVPD.

E_HOMO   -8.137 eV
Frontier orbital gap   8.88 eV
SMILES   C=C/C=C(/C)O
E_LUMO   0.7 eV
E   -270.46530 a.u.

ORCA input file:
```
! RIJCOSX wB97M-V def2-TZVPD def2/J DEFGRID3
* xyz 0 1
C 2.851 -0.299 -0.234
C 1.740 -0.902 0.200
C 0.355 -0.182 0.149
C -0.990 -0.428 0.050
C -1.978 0.643 0.074
O -1.479 -1.736 -0.109
H 3.828 -0.655 -0.293
H 2.759 0.773 -0.332
H 1.654 -1.928 0.520
H 0.678 0.880 0.256
H -2.791 0.346 0.572
H -2.191 0.945 -0.976
H -1.593 1.604 0.445
H -2.419 -2.043 -0.023
*
```

Okay, here come the Löwdin numbers, in e, for every atom:
1. C -0.010
2. C -0.147
3. C -0.042
4. C -0.372
5. C -0.051
6. O -0.004
7. H 0.028
8. H 0.049
9. H 0.082
10. H 0.100
11. H 0.035
12. H 0.108
13. H 0.096
14. H 0.128

---

(10)
C5H8O in the gas phase, computed with wB97M-V/def2-TZVPD.

E_HOMO   -9.206 eV
Frontier orbital gap   8.78 eV
E_LUMO   -0.4 eV
E   -270.37148 a.u.

ORCA input file:
```
! RIJCOSX wB97M-V def2-TZVPD def2/J DEFGRID3
* xyz 0 1
C -1.805 0.056 0.627
C -0.529 0.604 0.060
C -0.412 1.275 -1.081
C 2.151 -0.508 -0.805
C 1.395 -0.698 0.419
O 0.570 0.356 0.865
H -1.720 -1.025 0.796
H -2.021 0.517 1.597
H -2.645 0.237 -0.048
H 0.551 1.640 -1.419
H -1.285 1.470 -1.694
H 2.656 -1.483 -0.957
H 2.232 -0.778 1.148
H 0.863 -1.664 0.492
*
```

Okay, here come the Löwdin numbers, in e, for every atom:
1. C -0.035
2. C -0.436
3. C 0.069
4. C 0.187
5. C -0.346
6. O -0.110
7. H 0.080
8. H 0.086
9. H 0.080
10. H 0.058
11. H 0.065
12. H 0.014
13. H 0.152
14. H 0.137

---

(11)
2 unconnected molecules or ions with the total composition C5H8O, computed with wB97M-V/def2-TZVPD.

E_HOMO   -8.563 eV
Frontier orbital gap   9.40 eV
SMILES   CC1=CC1.C=O
E_LUMO   0.8 eV
E   -270.42009 a.u.

ORCA input file:
```
! RIJCOSX wB97M-V def2-TZVPD def2/J DEFGRID3
* xyz 0 1
C -0.723 1.395 0.155
C -0.921 -0.058 0.175
C -0.752 -1.246 0.674
C -1.547 -1.184 -0.598
H -1.687 1.902 0.150
H -0.186 1.679 -0.751
H -0.152 1.722 1.024
H -0.359 -1.892 1.416
H -2.624 -1.321 -0.565
H -1.098 -1.517 -1.529
C 2.508 0.129 -0.037
O 1.776 -0.811 -0.073
H 2.730 0.688 0.891
H 3.035 0.514 -0.932
*
```

Okay, here come the Löwdin numbers, in e, for every atom:
1. C -0.056
2. C -0.295
3. C -0.021
4. C -0.118
5. H 0.079
6. H 0.080
7. H 0.075
8. H 0.089
9. H 0.068
10. H 0.072
11. C -0.140
12. O -0.001
13. H 0.084
14. H 0.083

---

(12)
C5H8O in the gas phase, computed with wB97M-V/def2-TZVPD.

E_HOMO   -8.326 eV
Frontier orbital gap   9.15 eV
SMILES   C=C(O)/C=C/C
E_LUMO   0.8 eV
E   -270.44164 a.u.

ORCA input file:
```
! RIJCOSX wB97M-V def2-TZVPD def2/J DEFGRID3
* xyz 0 1
C -0.137 1.779 1.098
C 0.569 0.734 0.560
O 1.652 1.035 -0.147
C 0.198 -0.765 0.370
C -0.845 -0.808 -0.471
C -1.401 -1.927 -1.229
H -0.045 2.711 0.786
H -0.644 1.607 2.032
H 2.487 1.451 0.352
H 0.962 -1.504 0.640
H -1.561 0.052 -0.452
H -2.211 -2.306 -0.549
H -1.791 -1.642 -2.251
H -0.716 -2.732 -1.346
*
```

Okay, here come the Löwdin numbers, in e, for every atom:
1. C 0.053
2. C -0.441
3. O -0.020
4. C -0.016
5. C -0.192
6. C -0.113
7. H -0.001
8. H 0.053
9. H 0.191
10. H 0.109
11. H 0.124
12. H 0.099
13. H 0.098
14. H 0.056

---

(13)
C5H8O in the gas phase, computed with wB97M-V/def2-TZVPD.

E_HOMO (alpha / beta)   -8.259 / -8.260 eV
Frontier orbital gap (alpha / beta)   7.64 / 7.64 eV
E_LUMO (alpha / beta)   -0.6 / -0.6 eV
E   -270.37736 a.u.

ORCA input file:
```
! RIJCOSX wB97M-V def2-TZVPD def2/J DEFGRID3
* xyz 0 1
C 1.405 -1.380 -0.559
O 1.435 -0.338 0.383
C 1.239 0.976 -0.121
C -0.101 1.555 -0.321
C -1.201 0.629 -0.385
C -2.439 0.929 0.047
H 2.055 -1.174 -1.423
H 1.765 -2.278 -0.050
H 0.394 -1.587 -0.935
H 1.813 1.639 0.543
H 1.715 1.105 -1.120
H -2.684 1.878 0.515
H -3.216 0.169 -0.001
H -1.057 -0.387 -0.756
*
```

Okay, here come the Löwdin numbers, in e, for every atom:
1. C -0.125
2. O -0.194
3. C -0.291
4. C 0.075
5. C -0.227
6. C 0.049
7. H 0.091
8. H 0.091
9. H 0.066
10. H 0.123
11. H 0.136
12. H 0.065
13. H 0.063
14. H 0.078

---

(14)
C5H8O in the gas phase, computed with wB97M-V/def2-TZVPD.

E_HOMO   -10.019 eV
Frontier orbital gap   11.00 eV
SMILES   C#CC[C@@H](C)O
E_LUMO   1.0 eV
E   -270.47716 a.u.

ORCA input file:
```
! RIJCOSX wB97M-V def2-TZVPD def2/J DEFGRID3
* xyz 0 1
C -1.403 2.054 0.920
C -0.629 1.149 1.100
C 0.361 0.077 1.057
C 0.680 -0.277 -0.437
C 0.018 -1.582 -0.838
O 0.237 0.679 -1.375
H -2.104 2.838 0.748
H -0.012 -0.815 1.578
H 1.270 0.386 1.587
H 1.772 -0.373 -0.517
H -1.060 -1.525 -0.647
H 0.167 -1.743 -1.908
H 0.439 -2.428 -0.284
H 0.265 1.560 -0.983
*
```

Okay, here come the Löwdin numbers, in e, for every atom:
1. C 0.119
2. C -0.147
3. C -0.149
4. C -0.443
5. C -0.057
6. O -0.050
7. H 0.031
8. H 0.116
9. H 0.117
10. H 0.133
11. H 0.090
12. H 0.082
13. H 0.082
14. H 0.076

---

(15)
2 unconnected molecules or ions with the total composition C5H8O, computed with wB97M-V/def2-TZVPD.

E_HOMO   -8.920 eV
Frontier orbital gap   9.92 eV
E_LUMO   1.0 eV
E   -270.37783 a.u.

ORCA input file:
```
! RIJCOSX wB97M-V def2-TZVPD def2/J DEFGRID3
* xyz 0 1
C 1.248 0.465 -0.804
C 0.708 0.386 0.590
C -0.662 1.016 0.763
O -1.542 0.290 -0.125
C -0.948 -0.873 -0.488
C 0.527 -0.816 -0.325
H 0.753 1.187 -1.473
H 2.323 0.432 -0.953
H 1.370 0.352 1.452
H -0.718 2.069 0.454
H -1.055 0.917 1.779
H -1.447 -1.338 -1.325
H -0.938 -2.133 0.378
H 0.333 -1.944 0.091
*
```

Okay, here come the Löwdin numbers, in e, for every atom:
1. C -0.055
2. C -0.233
3. C -0.129
4. O -0.082
5. C -0.258
6. C -0.234
7. H 0.117
8. H 0.095
9. H 0.137
10. H 0.128
11. H 0.123
12. H 0.111
13. H 0.157
14. H 0.123

---

(16)
C5H8O in the gas phase, computed with wB97M-V/def2-TZVPD.

E_HOMO (alpha / beta)   -8.932 / -8.933 eV
Frontier orbital gap (alpha / beta)   8.78 / 8.78 eV
SMILES   C=C=C[C@@H](C)O
E_LUMO (alpha / beta)   -0.2 / -0.2 eV
E   -270.40053 a.u.

ORCA input file:
```
! RIJCOSX wB97M-V def2-TZVPD def2/J DEFGRID3
* xyz 0 1
C -1.214 1.664 0.744
C 0.106 1.551 0.905
C 0.452 0.266 1.002
C 0.899 -0.432 -0.242
C -0.089 -1.502 -0.736
O 1.098 0.464 -1.304
H -1.752 0.730 0.920
H -1.780 2.491 0.365
H 0.186 -0.326 1.878
H 1.832 -0.934 0.046
H -1.024 -1.059 -1.100
H 0.386 -2.004 -1.584
H -0.318 -2.255 0.025
H 1.218 1.348 -0.918
*
```

Okay, here come the Löwdin numbers, in e, for every atom:
1. C -0.036
2. C -0.084
3. C -0.060
4. C -0.452
5. C -0.029
6. O -0.040
7. H 0.056
8. H 0.040
9. H 0.136
10. H 0.143
11. H 0.087
12. H 0.084
13. H 0.081
14. H 0.075

---

(17)
C5H8O in the gas phase, computed with wB97M-V/def2-TZVPD.

E_HOMO   -9.431 eV
Frontier orbital gap   10.42 eV
SMILES   CC=C=CCO
E_LUMO   1.0 eV
E   -270.47131 a.u.

ORCA input file:
```
! RIJCOSX wB97M-V def2-TZVPD def2/J DEFGRID3
* xyz 0 1
C -0.816 2.121 0.664
C 0.352 1.333 0.155
C 0.752 0.118 0.414
C 1.129 -1.113 0.191
C 0.295 -1.868 -0.828
O -1.095 -1.766 -0.584
H -1.665 1.968 -0.013
H -1.140 1.832 1.665
H -0.584 3.188 0.661
H 0.919 1.787 -0.657
H 1.993 -1.570 0.662
H 0.463 -1.412 -1.808
H 0.603 -2.917 -0.894
H -1.207 -1.699 0.372
*
```

Okay, here come the Löwdin numbers, in e, for every atom:
1. C -0.100
2. C -0.157
3. C -0.050
4. C -0.088
5. C -0.272
6. O -0.073
7. H 0.079
8. H 0.074
9. H 0.068
10. H 0.113
11. H 0.098
12. H 0.118
13. H 0.106
14. H 0.084

---

These records have energy above the lowest of the compared OMol25 structures with the same formula, charge and spin values of 5.527; 0.947; 1.748; 5.420; 3.376; 3.203; 4.956; 5.466; 2.520; 5.073; 3.750; 3.163; 4.913; 2.197; 4.900; 4.282; 2.356 eV, in the order they appear.
These records have max |F| values of 1.626; 0.403; 0.952; 0.517; 0.874; 0.861; 0.301; 6.482; 4.783; 0.363; 1.565; 6.159; 0.368; 0.554; 4.185; 1.192; 0.534 eV/Å, in the order they appear.